Here is C19H15N2O5Ru as an isolated structure from OMol25. Energies are from ωB97M-V with the def2-TZVPD basis set.

Cartesian coordinates (Å):
Ru  0.3266  -0.0071  -0.3982
O  4.2169  -0.2545  0.8718
C  2.9172  -0.3679  0.6232
O  2.3932  0.3206  -0.2870
C  2.1170  -1.2405  1.4231
C  2.4432  -1.8204  2.6276
C  1.4623  -2.4623  3.3875
C  0.1402  -2.4308  2.9335
C  -0.1746  -1.8537  1.7218
N  0.8238  -1.3351  0.8988
C  -1.4756  -1.5790  1.1650
O  -2.5891  -2.1437  1.6408
O  -1.6030  -0.7721  0.2265
H  4.5556  0.4532  0.3023
H  3.4606  -1.7369  2.9879
H  1.7040  -2.9069  4.3405
H  -0.6436  -2.8318  3.5672
H  -2.3660  -2.8436  2.2659
N  0.0162  1.2705  1.4692
C  1.0852  2.2221  1.5522
C  1.9784  2.1837  2.6085
C  3.0673  3.0460  2.6212
C  3.2438  3.9413  1.5814
C  2.3387  3.9701  0.5281
C  1.2489  3.1080  0.4848
C  0.3025  3.0854  -0.6573
C  -0.0970  4.3056  -1.2114
C  -0.9875  4.3457  -2.2680
C  -1.4965  3.1605  -2.7719
C  -1.1115  1.9476  -2.2210
C  -0.2033  1.8732  -1.1624
H  -0.0847  0.7256  2.3202
H  -0.8595  1.7457  1.2670
H  1.8252  1.4787  3.4185
H  3.7697  3.0150  3.4439
H  4.0900  4.6160  1.5835
H  2.4961  4.6518  -0.2980
H  0.2841  5.2304  -0.7934
H  -1.2913  5.2963  -2.6875
H  -2.2011  3.1791  -3.5947
H  -1.5103  1.0282  -2.6330
O  0.3557  -0.7890  -1.9295

Properties
Energy above the lowest of the compared OMol25 structures with the same formula, charge and spin, kJ/mol: 0.0
Strongest force on any atom, eV/A: 0.59
Frontier orbital gap (alpha / beta), eV: 5.7 / 5.6
LUMO energy (alpha / beta), Eh: -0.0255 / -0.0242
DFT total energy, eV: -35744.650
Multiplicity: 2
Net charge: 0

Results of the Mulliken charge analysis, in e, for atoms 1 through 4:
1 Ru -0.195
2 O -0.516
3 C 0.929
4 O -0.620